ORCA calculation (ωB97M-V/def2-TZVPD) on a single C5H10O molecule in a non-equilibrium geometry.

Each line ends with the Mulliken charge.
Atoms and positions in Å:
1 C -0.083 -1.692 1.095  -1.098
2 C -0.656 -0.679 0.091  -0.660
3 C 0.232 0.512 -0.186  0.536
4 C -0.269 1.729 0.635  -1.078
5 C 1.087 0.349 -1.673  -0.325
6 O -0.070 0.684 -2.211  -0.550
7 H -0.094 -1.339 2.134  0.302
8 H 0.946 -1.949 0.833  0.331
9 H -0.686 -2.607 1.057  0.342
10 H -1.664 -0.382 0.431  0.363
11 H -0.765 -1.137 -0.884  0.383
12 H -1.179 1.534 1.247  0.295
13 H 0.419 2.284 1.292  0.298
14 H -0.576 2.398 -0.156  0.340
15 H 1.403 -0.711 -1.787  0.220
16 H 1.955 1.005 -1.917  0.302

Properties
**E_HOMO**: -9.05 eV
**Molar mass**: 86.13 g mol⁻¹
**F_max**: 1.84 eV/Å
**Energy above the lowest of the compared OMol25 structures with the same formula, charge and spin**: 89.17 kcal/mol
**Total energy**: -271.610507 a.u.